C34H23Cl5F2N8RuS2 as an isolated structure. Source: OMol25; level of theory: wB97M-V/def2-TZVPD.

XYZ file:
```
75
Properties=species:S:1:pos:R:3
Ru 0.6709 0.0412 0.6084
C -4.1722 -1.4065 -1.3307
N -3.7528 -0.0834 -1.7814
C -4.1809 0.5394 -2.9416
C -3.5325 1.7038 -3.0311
N -2.6907 1.8008 -1.9197
C -2.8293 0.6777 -1.1411
S -2.1616 0.2434 0.3581
C -1.8120 2.9215 -1.7395
C -2.2491 4.1745 -2.1594
C -1.3701 5.2372 -2.0646
C -0.1030 5.0153 -1.5497
C 0.2116 3.7381 -1.1274
N -0.6265 2.7008 -1.2159
H -5.0908 -1.6761 -1.8464
H -4.3403 -1.3888 -0.2595
H -3.4001 -2.1424 -1.5512
H -4.9163 0.1023 -3.5974
H -3.5561 2.4556 -3.8004
H -3.2582 4.3191 -2.5205
H -1.6772 6.2257 -2.3802
H 0.6209 5.8158 -1.4680
H 1.1842 3.5166 -0.6987
N 0.7075 -4.5821 0.9330
C 1.3442 -5.2971 -0.0459
C 1.4299 -6.6955 0.0464
C 2.0475 -7.4147 -0.9454
C 2.6012 -6.7690 -2.0630
C 2.5419 -5.4028 -2.1602
C 1.9189 -4.6550 -1.1501
S 1.9015 -2.9401 -1.2397
N 1.0091 -2.4073 -0.0204
C 0.4933 -3.2243 0.9643
C -0.2321 -2.6467 2.0249
C -0.8193 -3.4113 3.0670
C -1.4875 -2.7958 4.0887
C -1.5874 -1.4002 4.1016
C -0.9985 -0.7081 3.0726
N -0.3468 -1.2807 2.0508
H 0.3639 -5.1095 1.7148
H 0.9974 -7.1959 0.9076
H 2.1079 -8.4934 -0.8656
H 3.0744 -7.3479 -2.8462
H 2.9737 -4.8860 -3.0124
H -0.7444 -4.4906 3.0834
H -1.9300 -3.3842 4.8838
H -2.1041 -0.8729 4.8914
H -1.0468 0.3719 3.0552
N -3.3582 5.0589 2.7864
C -2.2835 4.6482 2.7594
C -0.9537 4.0974 2.6796
C 0.1538 4.7225 3.2375
C 1.3888 4.1280 3.0646
C 1.4735 2.9439 2.3522
N 0.4119 2.3253 1.8220
C -0.7799 2.8995 1.9898
H 0.0461 5.6487 3.7878
H 2.2861 4.5737 3.4729
H 2.4334 2.4750 2.1907
H -1.6338 2.4057 1.5451
Cl 4.1880 1.8365 0.4652
C 3.2823 1.4202 -0.9605
C 2.0633 0.7447 -0.8753
C 1.4685 0.5045 -2.1169
Cl -0.0326 -0.3795 -2.0871
C 1.9523 0.9330 -3.3444
Cl 1.0674 0.6556 -4.7927
C 3.1650 1.6092 -3.3743
Cl 3.8092 2.1530 -4.8644
C 3.8410 1.8345 -2.1767
Cl 5.3588 2.6399 -2.2241
F 2.4831 -1.5772 2.1600
C 2.1771 -0.2404 2.0213
F 1.6996 0.1782 3.2473
H 3.1095 0.2683 1.8559
```

## Properties
2S+1 ... 6
HOMO level (spin up / spin down) ... -8.509 / -10.576 eV
Charge ... +1
Frontier orbital gap (spin up / spin down) ... 6.36 / 6.16 eV
Strongest force on any atom ... 0.010 Eh/bohr
Expectation value of S² ... 8.7978